The following is a DFT calculation (the ωB97M-V functional and the def2-TZVPD basis) of a structure of composition ClKO4.

Values from the calculation:
ΔE to the lowest compared entry with this formula, charge and spin, kcal/mol: 1.6
Frontier orbital gap, eV: 8.01
LUMO energy, eV: -1.3
Max |F|, eV/A: 3.21

Structure (ORCA input):
```
! RIJCOSX wB97M-V def2-TZVPD def2/J DEFGRID3
* xyz 0 1
K 1.11 -0.60 -2.67
Cl -0.22 0.12 0.58
O -0.30 0.48 1.94
O 1.14 -0.19 0.19
O -0.70 1.25 -0.26
O -1.02 -1.05 0.23
*
```